12
Properties=species:S:1:pos:R:3 method="wB97M-V/def2-TZVPD" fmax_ha_per_bohr=0.0113 orbital_gap_ha=0.3618 e_above_lowest_kj_mol=373.9 homo_ev=-9.3 smiles="OC1C=C1.C=O"
C 0.083 0.937 1.184
O -0.266 0.649 -1.308
C 1.151 1.439 0.629
C -0.083 1.477 -0.190
H 2.214 1.627 0.683
H -0.620 2.408 -0.374
C -0.624 -2.214 -0.362
H -0.953 -3.176 0.071
H -1.407 -1.483 -0.632
H -0.359 0.428 2.029
H 0.315 -0.124 -1.199
O 0.548 -1.969 -0.531